1.
ORCA calculation (the ωB97M-V functional and the def2-TZVPD basis) on a molecular structure, C41H47NO5P2S2Sr.

Geometry (Å):
Sr 0.334 0.722 0.886
C 0.131 -2.424 2.945
C 0.847 -2.664 1.630
O 1.793 -1.656 1.313
C 3.000 -1.624 2.044
C 2.942 -0.721 3.259
O 2.596 0.583 2.828
C 2.537 1.524 3.881
C 1.287 1.376 4.728
O 0.157 1.465 3.883
C -0.998 0.772 4.350
C -0.839 -0.741 4.252
O -0.190 -1.041 3.036
H -0.778 -3.038 2.979
H 0.756 -2.699 3.808
H 1.308 -3.659 1.631
H 0.141 -2.605 0.805
H 3.296 -2.633 2.356
H 3.757 -1.241 1.358
H 2.216 -1.092 3.987
H 3.931 -0.707 3.741
H 3.421 1.439 4.527
H 2.558 2.507 3.411
H 1.300 0.422 5.264
H 1.264 2.173 5.481
H -1.233 1.051 5.385
H -1.809 1.092 3.704
H -0.240 -1.145 5.081
H -1.828 -1.213 4.292
S -2.559 0.571 1.318
P -2.280 -0.854 -0.126
C -0.800 -0.894 -0.904
P -0.494 0.191 -2.139
S -0.447 2.145 -1.611
C -1.537 -0.009 -3.627
C -2.173 1.060 -4.246
C -2.920 0.854 -5.398
C -3.023 -0.415 -5.945
C -2.386 -1.487 -5.332
C -1.651 -1.284 -4.176
C 1.152 -0.193 -2.842
C 1.789 -1.390 -2.524
C 3.060 -1.660 -3.020
C 3.694 -0.742 -3.845
C 3.055 0.448 -4.177
C 1.793 0.723 -3.675
C -2.584 -2.472 0.681
C -3.417 -2.571 1.792
C -3.660 -3.804 2.382
C -3.072 -4.951 1.866
C -2.252 -4.863 0.749
C -2.015 -3.630 0.157
C -3.742 -0.723 -1.220
C -4.397 0.493 -1.385
C -5.446 0.605 -2.285
C -5.854 -0.496 -3.024
C -5.207 -1.712 -2.862
C -4.153 -1.823 -1.968
H -2.083 2.047 -3.808
H -3.423 1.690 -5.869
H -3.603 -0.575 -6.845
H -2.471 -2.482 -5.752
H -1.168 -2.120 -3.682
H 1.275 -2.077 -1.861
H 3.552 -2.590 -2.761
H 4.682 -0.952 -4.234
H 3.547 1.163 -4.825
H 1.298 1.660 -3.903
H -3.861 -1.668 2.193
H -4.310 -3.871 3.245
H -3.258 -5.912 2.328
H -1.800 -5.756 0.336
H -1.371 -3.535 -0.711
H -4.075 1.347 -0.802
H -5.944 1.558 -2.410
H -6.674 -0.408 -3.726
H -5.517 -2.575 -3.439
H -3.646 -2.775 -1.859
O 2.712 0.622 -0.182
C 3.915 1.348 0.045
C 4.089 2.509 -0.914
C 2.836 3.379 -0.999
C 2.401 4.013 0.297
C 2.933 5.251 0.660
C 2.467 5.904 1.785
C 1.457 5.305 2.521
C 1.005 4.062 2.115
N 1.472 3.404 1.050
H 2.717 0.224 -1.065
H 4.777 0.673 -0.014
H 3.842 1.703 1.073
H 4.309 2.126 -1.914
H 4.959 3.094 -0.600
H 2.005 2.789 -1.382
H 3.011 4.182 -1.719
H 3.691 5.697 0.029
H 2.865 6.870 2.067
H 1.024 5.779 3.389
H 0.230 3.558 2.683

The spin multiplicity is 1. The orbital gap is 6.5 eV. The value obtained for the total energy is -96094.36581 eV. Its LUMO energy is 0.224 eV. The max |F| comes out at 0.883 eV/Å.


2.
ORCA calculation (the ωB97M-V functional and the def2-TZVPD basis) on C25H27N2O5P in the gas phase.

Geometry (Å):
C 3.980 2.481 -2.966
C 4.254 1.502 -1.835
O 3.047 1.122 -1.185
P 2.653 1.929 0.185
O 3.165 3.296 0.188
O 3.280 1.116 1.401
C 2.819 -0.145 1.875
C 2.827 -1.224 0.805
C 0.893 1.633 0.168
N 0.152 1.286 1.262
C -1.066 1.127 0.841
C -2.240 0.700 1.568
C -3.331 0.272 0.835
C -4.496 -0.171 1.463
C -4.577 -0.189 2.829
C -3.492 0.245 3.618
C -3.571 0.236 5.027
C -2.523 0.665 5.791
C -1.352 1.128 5.175
C -1.241 1.146 3.811
C -2.299 0.700 2.994
O -1.185 1.360 -0.505
C 0.051 1.683 -0.917
N 0.291 2.017 -2.211
C -0.540 1.384 -3.227
C -0.670 -0.103 -2.998
C 0.451 -0.868 -2.709
C 0.344 -2.217 -2.417
C -0.905 -2.829 -2.413
O -1.132 -4.142 -2.137
C -0.034 -4.963 -1.819
C -2.035 -2.064 -2.709
C -1.915 -0.721 -2.991
H 4.913 2.752 -3.450
H 3.317 2.038 -3.707
H 3.519 3.378 -2.558
H 4.930 1.961 -1.108
H 4.704 0.579 -2.216
H 3.506 -0.400 2.687
H 1.808 -0.025 2.276
H 2.113 -0.978 0.023
H 2.551 -2.177 1.251
H 3.817 -1.310 0.362
H -3.272 0.269 -0.243
H -5.329 -0.503 0.860
H -5.474 -0.534 3.323
H -4.483 -0.115 5.490
H -2.592 0.657 6.869
H -0.532 1.475 5.787
H -0.341 1.503 3.338
H 1.284 2.048 -2.400
H -0.093 1.599 -4.201
H -1.530 1.848 -3.192
H 1.430 -0.409 -2.693
H 1.239 -2.774 -2.190
H -0.450 -5.952 -1.635
H 0.679 -5.020 -2.649
H 0.482 -4.614 -0.919
H -2.998 -2.549 -2.699
H -2.800 -0.140 -3.206

The spin multiplicity is 1. The orbital gap is 7.8 eV. The value obtained for the total energy is -48872.14118 eV. The SMILES is CCOP(=O)(OCC)c1nc(-c2cccc3ccccc23)oc1NCc1ccc(OC)cc1. Its LUMO energy is 0.133 eV. The max |F| comes out at 1.257 eV/Å.


3.
ORCA calculation (the ωB97M-V functional and the def2-TZVPD basis) on a gas-phase ion, C17H32Br3F3N7O2 (charge +1).

Geometry (Å):
H 8.250 -3.076 0.636
N 7.811 -2.190 0.872
C 6.995 -1.872 -0.031
N 6.685 -2.721 -1.136
N 6.381 -0.599 0.053
C 5.260 -0.248 -0.799
C 4.425 0.843 -0.124
C 3.091 1.098 -0.835
C 2.035 0.118 -0.335
N 0.725 0.274 -0.995
Br 0.739 -0.065 -2.813
C -0.418 0.606 -0.408
N -0.438 0.755 0.923
C -1.647 1.145 1.658
C -1.468 1.008 3.165
C -1.932 -0.338 3.743
F -3.059 -0.749 3.090
Br -2.311 -0.130 5.621
C -0.897 -1.460 3.557
F -0.687 -1.572 2.198
F 0.277 -1.086 4.076
Br -1.415 -3.173 4.204
N -1.519 0.805 -1.212
C -1.782 2.201 -1.649
C -3.141 2.774 -1.245
C -4.279 2.494 -2.255
N -5.591 2.196 -1.707
C -2.637 -0.136 -1.059
C -2.172 -1.553 -0.730
C -3.378 -2.444 -0.373
C -3.079 -3.879 -0.775
O -3.338 -4.331 -1.840
O -2.406 -4.615 0.147
H 6.486 -2.187 -1.975
H 5.885 -3.317 -0.957
H 7.103 0.111 0.048
H 4.650 -1.143 -0.957
H 5.560 0.106 -1.798
H 5.000 1.772 -0.110
H 4.259 0.547 0.916
H 2.744 2.115 -0.637
H 3.224 0.979 -1.914
H 1.899 0.278 0.733
H 2.348 -0.920 -0.480
H 0.167 0.121 1.430
H -1.860 2.189 1.425
H -2.504 0.553 1.343
H -2.054 1.785 3.652
H -0.425 1.167 3.454
H -0.970 2.821 -1.258
H -1.690 2.233 -2.742
H -3.452 2.401 -0.264
H -3.007 3.854 -1.139
H -3.995 1.660 -2.904
H -4.394 3.359 -2.914
H -5.919 2.939 -1.099
H -5.573 1.351 -1.145
H -3.162 -0.153 -2.018
H -3.369 0.187 -0.309
H -1.647 -1.973 -1.592
H -1.486 -1.537 0.124
H -4.267 -2.122 -0.919
H -3.600 -2.369 0.696
H -2.373 -4.167 1.001

The spin multiplicity is 1. The orbital gap is 7.7 eV. The value obtained for the total energy is -250946.72902 eV. Its net charge is +1. The SMILES is [H]/N=C(\N)NCCCCN(Br)/C(NCC[C@](F)(Br)C(F)(F)Br)=[N+](/CCCN)CCCC(=O)O. Its LUMO energy is -3.404 eV. The max |F| comes out at 0.765 eV/Å.


4.
ORCA calculation (the ωB97M-V functional and the def2-TZVPD basis) on a molecular structure, C11H8Br2CdI2N2Se3Te.

Geometry (Å):
Cd -1.269 -0.684 1.440
Se -3.250 0.859 2.088
Se -4.182 -0.687 3.554
Te -4.268 -2.765 2.144
Se -1.807 -3.199 1.919
I 0.320 -0.667 4.501
C 2.337 -0.097 4.054
I 2.707 0.348 2.003
H 2.981 -0.920 4.330
H 2.559 0.794 4.626
Br -0.392 4.652 -3.125
C -0.411 3.279 -1.827
C -0.795 3.553 -0.527
C -0.789 2.497 0.369
N -0.431 1.263 0.039
C -0.062 1.002 -1.217
C -0.042 1.996 -2.189
C 0.336 -0.403 -1.502
C 0.799 -0.806 -2.749
C 1.172 -2.127 -2.919
Br 1.799 -2.705 -4.606
C 1.081 -3.017 -1.865
C 0.598 -2.528 -0.663
N 0.238 -1.263 -0.485
H -1.095 4.544 -0.222
H -1.090 2.649 1.400
H 0.244 1.790 -3.209
H 0.870 -0.120 -3.579
H 1.363 -4.054 -1.973
H 0.480 -3.183 0.191

The spin multiplicity is 1. The orbital gap is 5.9 eV. The value obtained for the total energy is -378701.99406 eV. Its LUMO energy is -1.048 eV. The max |F| comes out at 0.371 eV/Å.


5.
ORCA calculation (the ωB97M-V functional and the def2-TZVPD basis) on a molecular structure, C23H57N2O8V.

Geometry (Å):
O -4.908 6.490 -0.835
V -4.437 5.658 -2.024
C -2.410 3.741 -0.851
O -3.072 4.546 -1.753
H -2.085 4.262 0.017
H -2.940 2.828 -0.473
H -1.388 3.496 -1.215
C -4.916 1.735 3.254
O -5.445 1.631 1.885
H -5.466 2.579 3.660
H -5.297 0.837 3.726
H -3.870 1.779 3.314
H -5.626 0.749 1.607
C -4.801 5.759 -5.094
O -5.358 5.832 -3.757
H -4.670 6.793 -5.479
H -3.829 5.183 -5.074
H -5.528 5.192 -5.694
H -6.109 5.122 -3.789
C -6.513 3.803 -0.460
O -5.507 3.960 -1.574
H -7.303 3.101 -0.724
H -6.020 3.465 0.444
H -6.861 4.767 -0.282
H -4.701 3.457 -1.381
C -1.513 6.569 -2.417
O -2.907 6.923 -2.818
H -1.058 7.575 -2.283
H -1.559 6.024 -1.475
H -0.984 5.932 -3.063
H -2.862 7.519 -3.580
C 2.820 2.115 -2.782
C 3.673 1.774 -1.645
C 2.846 1.825 -0.433
C 3.630 1.348 0.815
C 4.040 -0.156 0.614
C 4.708 -0.331 -0.718
N 4.036 0.324 -1.839
O 4.782 0.207 -2.975
C 6.072 0.195 -0.591
C 4.832 -1.813 -0.955
C 4.801 2.878 -1.545
H 3.423 2.429 -3.656
H 2.168 2.991 -2.508
H 2.146 1.250 -3.060
H 2.505 2.851 -0.340
H 1.937 1.291 -0.558
H 2.922 1.152 1.587
H 4.406 1.997 1.306
H 3.054 -0.715 0.603
H 4.707 -0.503 1.375
H 6.044 1.025 0.143
H 6.713 -0.536 -0.159
H 6.493 0.626 -1.481
H 5.320 -2.317 -0.116
H 3.854 -2.199 -0.856
H 5.294 -2.170 -1.967
H 5.256 2.696 -0.561
H 4.292 3.891 -1.719
H 5.474 2.822 -2.379
H 4.138 0.431 -3.669
C 2.672 -5.047 2.850
C 1.175 -4.840 2.771
C 0.911 -3.970 1.574
C -0.481 -3.942 0.957
C -0.844 -5.403 0.700
C -0.797 -6.265 1.950
N 0.640 -6.082 2.386
O 0.857 -7.026 3.479
C -1.941 -6.027 2.937
C -0.953 -7.731 1.494
C 0.865 -3.939 4.111
H 2.969 -5.912 3.437
H 3.258 -4.194 3.239
H 2.894 -5.402 1.865
H 1.275 -2.978 1.819
H 1.513 -4.397 0.803
H -0.384 -3.296 0.064
H -1.266 -3.503 1.596
H -0.215 -5.809 -0.097
H -1.904 -5.485 0.274
H -2.047 -4.970 3.248
H -2.937 -6.262 2.525
H -1.800 -6.817 3.765
H -1.881 -7.950 0.916
H -0.065 -7.936 0.817
H -0.993 -8.438 2.292
H 0.916 -2.970 3.729
H 1.643 -4.115 4.832
H -0.068 -4.053 4.643
H 0.546 -7.925 3.285

The spin multiplicity is 2. The orbital gap (spin up / spin down) is 6.6 / 6.6 eV. The value obtained for the total energy is -69811.15446 eV. Its net charge is +1. Its LUMO energy (spin up / spin down) is -2.972 / -2.987 eV. The max |F| comes out at 4.459 eV/Å.


6.
ORCA calculation (the ωB97M-V functional and the def2-TZVPD basis) on 4 unconnected molecules or ions with the total composition C2H14NO3.

Geometry (Å):
C -0.830 -1.170 1.421
N 0.013 -1.209 0.169
C -0.791 -1.504 -1.042
H -0.377 -1.865 2.116
H -0.836 -0.162 1.824
H -1.854 -1.462 1.219
H 0.665 -1.978 0.249
H 0.515 -0.332 0.030
H -0.231 -1.569 -1.975
H -1.596 -0.768 -1.114
H -1.355 -2.434 -0.968
H 2.016 0.816 1.246
H 3.131 0.117 0.789
O 2.267 -0.125 1.137
H 0.318 2.344 1.736
H 0.396 2.353 0.209
O 0.321 1.763 0.968
H -0.805 3.117 -2.413
H -0.356 1.883 -3.246
O -0.608 2.184 -2.354

The spin multiplicity is 1. The orbital gap is 12.2 eV. The value obtained for the total energy is -9927.53967 eV. Its net charge is +1. Its LUMO energy is -2.889 eV. The max |F| comes out at 1.730 eV/Å.


7.
ORCA calculation (the ωB97M-V functional and the def2-TZVPD basis) on a molecular structure, C3H2N2.

Geometry (Å):
C -0.012 -0.459 0.316
C -0.091 0.347 -0.790
C -1.954 -1.858 0.335
N -1.556 -1.182 -0.547
N -1.161 -0.106 -1.413
H -0.331 -0.244 1.348
H 0.593 1.037 -1.248

The spin multiplicity is 1. The orbital gap is 8.6 eV. The value obtained for the total energy is -6116.14056 eV. Its LUMO energy is -0.613 eV. The max |F| comes out at 2.330 eV/Å.


8.
ORCA calculation (the ωB97M-V functional and the def2-TZVPD basis) on a molecular structure, C26H55NO3OsP2.

Geometry (Å):
Os -0.860 0.642 -0.699
C -1.885 1.036 0.866
O -2.550 1.284 1.802
C 0.559 -0.081 -1.730
O 1.453 -0.560 -2.333
P -1.817 -1.537 -0.738
C -3.252 -1.392 -1.925
H -3.711 -2.387 -2.016
C -0.844 -2.942 -1.493
H -0.346 -2.450 -2.348
C -2.683 -2.175 0.792
H -3.284 -1.301 1.104
C 0.465 3.451 1.304
P 0.329 2.586 -0.350
H -0.193 4.564 -1.658
H -0.586 3.504 1.639
C 1.948 3.066 -1.178
H 2.046 4.146 -0.968
C 0.254 -3.426 -0.546
H 1.011 -3.969 -1.130
H -0.130 -4.123 0.210
H 0.758 -2.592 -0.037
C -1.645 -4.130 -2.038
H -2.088 -4.736 -1.236
H -0.941 -4.771 -2.589
H -2.430 -3.828 -2.741
C -3.633 -3.360 0.585
H -4.324 -3.221 -0.254
H -4.245 -3.454 1.495
H -3.088 -4.305 0.459
C -1.704 -2.476 1.925
H -2.266 -2.573 2.865
H -0.965 -1.676 2.059
H -1.166 -3.420 1.771
C -4.273 -0.435 -1.320
H -4.839 -0.855 -0.480
H -4.968 -0.093 -2.098
H -3.749 0.429 -0.880
C -2.728 -0.953 -3.296
H -2.112 -0.043 -3.224
H -3.564 -0.749 -3.980
H -2.097 -1.726 -3.757
C 1.019 4.885 1.241
H 0.534 5.501 0.473
H 2.107 4.901 1.079
H 0.828 5.366 2.213
C 1.221 2.621 2.341
H 2.284 2.499 2.091
C -1.304 2.878 -2.486
H 0.778 1.622 2.445
H 1.167 3.126 3.318
C -1.950 4.243 -0.424
H -1.553 1.837 -2.071
H -2.228 3.304 -2.890
H -0.558 2.733 -3.277
C -0.809 3.718 -1.311
H -2.797 4.562 -1.043
H -1.626 5.106 0.169
H -2.353 3.496 0.280
C 1.947 2.886 -2.700
H 1.788 1.833 -2.972
H 2.933 3.187 -3.086
H 1.199 3.510 -3.199
C 3.140 2.332 -0.565
H 2.968 1.246 -0.547
H 3.368 2.664 0.455
H 4.033 2.519 -1.180
H -3.528 2.063 -1.912
H -3.299 1.478 -2.357
O 0.688 -0.528 1.267
C 1.817 -0.857 1.714
C 2.019 -1.167 3.174
C 2.466 -2.612 3.438
C 3.954 -2.864 3.231
C 4.455 -2.645 1.808
C 4.254 -1.224 1.287
N 2.881 -0.934 0.891
H 2.764 -0.472 3.595
H 1.065 -0.975 3.686
H 2.229 -2.844 4.482
H 1.869 -3.308 2.832
H 4.529 -2.221 3.909
H 4.171 -3.902 3.507
H 5.532 -2.856 1.788
H 3.985 -3.364 1.126
H 4.581 -0.491 2.041
H 4.874 -1.072 0.399
H 2.700 -0.747 -0.095

The spin multiplicity is 5. The orbital gap (spin up / spin down) is 7.7 / 4.8 eV. The value obtained for the total energy is -56484.84652 eV. Its net charge is +4. Its LUMO energy (spin up / spin down) is -13.930 / -16.811 eV. The max |F| comes out at 9.120 eV/Å.